Entry 1:
Here is 2 unconnected molecules or ions with the total composition C5H10N3S in a non-equilibrium geometry from the Open Molecules 2025 dataset. Energies are from the ωB97M-V functional and the def2-TZVPD basis.

Each line ends with the natural charge from an NBO analysis.
Cartesian coordinates (Å):
C -2.7691 -0.7666 0.7930  -0.23
C -1.5908 -1.3898 0.6352  -0.10
C 0.7778 -0.1682 -0.0600  0.25
C -3.0825 -0.0704 -0.5680  -0.29
C 3.6475 -0.1859 -0.2113  -0.74
N 0.9858 0.9667 0.5552  -0.81
N -1.0671 -1.2659 -0.6567  -0.19
N -1.8517 -0.5188 -1.3169  -0.33
S 2.0382 -1.1788 -0.4141  0.40
H -3.4184 -0.5537 1.7069  0.26
H -0.9567 -1.9479 1.3910  0.24
H -3.9161 -0.5754 -1.0373  0.23
H -3.3884 0.9162 -0.5307  0.23
H 4.3907 -0.9159 -0.2419  0.26
H 3.6954 0.0542 0.8857  0.23
H 3.6338 0.7221 -0.9122  0.26
H 2.0134 1.2756 0.8195  0.44
H -1.8243 -0.3293 -2.3280  0.42
H 0.1219 1.5774 0.7906  0.45

For the calculated total energy, the calculation gives -20640.0083 eV. The multiplicity is 3. As for the frontier orbital gap (alpha / beta): 0.2410 / 0.2719 hartree. Its net charge is +1. The HOMO energy (alpha / beta) is -10.373 / -13.457 eV. As for the expectation value of S²: 2.025.


Entry 2:
Here is 9 unconnected molecules or ions with the total composition C16H53N3O11 in a non-equilibrium geometry from the Open Molecules 2025 dataset. Energies are from the ωB97M-V functional and the def2-TZVPD basis.

Each line ends with the Mulliken charge.
Cartesian coordinates (Å):
C -32.8093 -18.6745 5.5241  -1.11
O -32.5173 -18.4068 4.1776  0.49
C -33.6483 -17.9909 3.4633  -1.07
C -33.4018 -17.6328 2.0138  0.93
C -32.2880 -16.5699 1.8424  -0.95
N -34.6402 -17.1924 1.3181  -0.77
H -33.4871 -17.9037 5.9076  0.45
H -31.8980 -18.7011 6.1161  0.20
H -33.3174 -19.6336 5.6960  0.25
H -34.3786 -18.8193 3.4774  0.22
H -34.2011 -17.1585 3.9320  0.42
H -33.1065 -18.5086 1.4290  -0.10
H -31.9289 -16.6434 0.8201  0.33
H -31.4586 -16.9335 2.4605  0.00
H -32.6341 -15.6071 2.2033  0.27
H -35.2332 -16.6903 1.9795  0.29
H -35.1452 -18.0553 1.1216  0.31
C -25.6207 -19.9762 -2.4443  -0.67
O -26.9478 -20.3488 -2.7577  -0.35
C -27.8891 -20.0286 -1.7605  -0.83
C -28.4962 -21.2697 -1.1244  0.51
C -29.6035 -20.9366 -0.1314  -0.94
N -27.4681 -22.0966 -0.4584  -0.71
H -24.9569 -20.2178 -3.2717  0.25
H -25.2434 -20.5696 -1.6026  0.28
H -25.5655 -18.9123 -2.2110  0.30
H -27.5007 -19.3619 -0.9832  0.40
H -28.7176 -19.5177 -2.2615  0.32
H -28.9575 -21.8490 -1.9355  0.25
H -30.5526 -20.6257 -0.5787  0.55
H -29.2711 -20.3217 0.7006  -0.10
H -29.9490 -21.8896 0.2904  0.30
H -26.5895 -21.9584 -0.9501  0.21
H -27.6785 -23.0691 -0.6662  0.27
C -30.8635 -15.7578 5.3471  -0.24
O -30.4351 -14.5543 6.0056  -0.47
C -29.1106 -14.1815 5.7088  -1.03
C -28.0496 -15.0577 6.3393  1.41
C -28.0222 -14.8072 7.8672  -1.51
N -26.7466 -14.7504 5.7299  -0.71
H -31.6146 -15.3154 4.6842  0.06
H -31.2756 -16.4938 6.0280  0.25
H -30.1584 -16.2496 4.6698  0.12
H -28.9988 -14.1021 4.6165  0.35
H -28.9519 -13.1398 6.0107  0.48
H -28.2670 -16.1118 6.1545  -0.36
H -27.0777 -15.0498 8.3558  0.40
H -28.8174 -15.3561 8.3757  0.27
H -28.1790 -13.7372 8.0211  0.35
H -26.0873 -15.4712 6.0013  0.26
H -26.3520 -13.8912 6.0981  0.26
O -33.9547 -21.2732 1.9075  -0.55
C -32.5550 -21.4259 2.0449  0.28
C -32.1793 -22.0072 3.3912  0.16
O -32.8325 -23.2245 3.7065  -0.59
H -34.3826 -22.1169 2.0881  0.36
H -32.1318 -21.9604 1.1854  0.16
H -32.1175 -20.4249 1.9860  -0.34
H -32.4689 -21.2555 4.1335  -0.29
H -31.0858 -22.0690 3.4260  0.45
H -32.1595 -23.8977 3.8348  0.40
O -28.0667 -18.6485 3.2706  -0.69
C -29.3301 -19.2840 3.4434  0.54
C -29.5477 -19.6665 4.9043  0.17
O -28.4838 -20.5302 5.3059  -0.67
H -27.4623 -19.2249 3.7642  0.41
H -30.1069 -18.6013 3.1004  -0.44
H -29.3348 -20.2158 2.8647  0.09
H -30.4900 -20.1817 5.1005  -0.01
H -29.5369 -18.7337 5.4820  0.10
H -28.1650 -20.2075 6.1672  0.43
O -28.8125 -23.4305 5.9785  -0.63
H -28.4999 -22.5137 5.9457  0.34
H -29.6026 -23.4027 6.5275  0.31
O -29.9117 -17.9952 8.8003  -0.61
H -29.4805 -18.8141 8.5273  0.36
H -29.2010 -17.3470 8.8338  0.30
O -27.7611 -20.0387 7.9478  -0.64
H -26.9299 -19.6079 8.1832  0.29
H -27.7489 -20.8803 8.4220  0.29
O -28.7076 -16.0354 1.7986  -0.64
H -28.6078 -16.8469 2.3144  0.31
H -29.2549 -16.2851 1.0473  0.29

For the calculated total energy, the calculation gives -44441.5259 eV. As for the frontier orbital gap: 0.3246 hartree. As for the SMILES: COC[C@H](C)N.COC[C@H](C)N.COC[C@H](C)N.OCCO.OCCO.O.O.O.O. The HOMO energy is -9.214 eV.


Entry 3:
Here is a single C9H14N4O4 molecule in a non-equilibrium geometry from the Open Molecules 2025 dataset. Energies are from the ωB97M-V functional and the def2-TZVPD basis.

Each line ends with the natural charge from an NBO analysis.
Cartesian coordinates (Å):
N 2.2702 1.1815 0.2107  -0.84
C 1.8353 0.3476 -0.9344  -0.18
C 2.6520 0.6201 -2.1893  -0.08
O 4.0327 0.4787 -1.9231  -0.73
C 2.0085 -1.1307 -0.4983  0.69
O 2.9311 -1.8448 -0.8501  -0.64
N 1.0741 -1.6091 0.3539  -0.60
C -0.0828 -0.9381 0.9274  -0.16
C -1.3906 -1.1743 0.1401  -0.45
C -2.3375 -0.0059 0.1974  0.10
C -2.7850 0.7086 -0.8611  -0.09
N -3.4773 1.7667 -0.3276  -0.51
C -3.4504 1.6360 1.0269  0.20
N -2.7643 0.5770 1.3784  -0.52
C -0.2876 -1.4964 2.3953  0.80
O 0.3487 -2.4343 2.8239  -0.59
O -1.1861 -0.8692 3.1407  -0.69
H 3.2790 1.2253 0.0971  0.38
H 1.8403 2.0769 0.1599  0.36
H 0.7450 0.5612 -1.0955  0.20
H 2.3633 -0.1241 -2.9965  0.17
H 2.5208 1.6502 -2.5224  0.18
H 4.1082 -0.4089 -1.6061  0.49
H 1.1893 -2.5444 0.6568  0.42
H 0.0742 0.1422 1.0170  0.24
H -1.1049 -1.3969 -0.8964  0.24
H -1.9704 -2.0954 0.4809  0.24
H -2.5881 0.6556 -1.8938  0.22
H -4.0653 2.4643 -0.7542  0.42
H -4.0505 2.1752 1.6974  0.21
H -1.7317 -0.1945 2.6451  0.52

For the calculated total energy, the calculation gives -23711.3969 eV. As for the frontier orbital gap: 0.3544 hartree. As for the SMILES: N[C@@H](CO)C(=O)N[C@@H](Cc1c[nH]cn1)C(=O)O. The HOMO energy is -9.454 eV.


Entry 4:
Here is a molecular structure, C5H7NO in a non-equilibrium geometry from the Open Molecules 2025 dataset. Energies are from the ωB97M-V functional and the def2-TZVPD basis.

Each line ends with the natural charge from an NBO analysis.
Cartesian coordinates (Å):
C 0.6165 1.8688 -0.1191  -0.62
C 0.0941 0.4652 -0.0552  -0.02
N -1.3386 0.1256 -0.1209  -0.56
C -0.4959 -0.4278 0.9734  -0.07
C 0.1580 -1.6945 0.4291  -0.49
C 0.3026 -0.8305 -0.8465  0.58
O 0.0587 -1.0416 -2.0161  -0.57
H 1.6585 1.9452 0.2099  0.22
H 0.0097 2.5359 0.5026  0.23
H 0.5579 2.2210 -1.1524  0.23
H -1.4031 -0.4583 -1.0069  0.39
H -0.7824 -0.1884 1.9986  0.23
H -0.4845 -2.5776 0.3861  0.22
H 1.1415 -1.9425 0.8488  0.23

For the calculated total energy, the calculation gives -8832.9227 eV. As for the frontier orbital gap: 0.3801 hartree. The HOMO energy is -9.422 eV.


Entry 5:
Here is a gas-phase ion, C2H6NO3P (charge -2) in a non-equilibrium geometry from the Open Molecules 2025 dataset. Energies are from the ωB97M-V functional and the def2-TZVPD basis.

Each line ends with the natural charge from an NBO analysis.
Cartesian coordinates (Å):
C 0.9880 -0.5723 -0.6350  -0.39
N 0.7289 0.5465 0.1857  -0.78
C -0.5439 1.0631 0.0433  -0.38
P 1.6395 0.5558 1.8000  2.44
O 3.0409 0.0340 1.4484  -1.25
O 0.9062 -0.3845 2.7182  -1.28
O 1.3721 2.0500 2.2065  -1.27
H 0.2385 -1.4214 -0.5011  0.10
H 0.8171 -0.1816 -1.6240  0.13
H 1.9810 -1.0811 -0.4759  0.23
H -0.8906 1.7322 0.8391  0.22
H -0.6024 1.9650 -0.7378  0.10
H -1.3584 0.2683 -0.0931  0.12

For the calculated total energy, the calculation gives -19092.9152 eV. As for the frontier orbital gap: 0.2256 hartree. Its net charge is -2. As for the SMILES: CN(C)P(=O)([O-])[O-]. The HOMO energy is 1.021 eV.


Entry 6:
Here is 8 unconnected molecules or ions with the total composition C38H36N8O16 in a non-equilibrium geometry from the Open Molecules 2025 dataset. Energies are from the ωB97M-V functional and the def2-TZVPD basis.

Each line ends with the Mulliken charge.
Cartesian coordinates (Å):
O -2.7452 6.9756 -0.9901  -0.59
N -2.0385 7.1931 -0.0153  0.99
O -2.1371 8.1444 0.7197  -0.58
C -0.9223 6.2240 0.2768  -0.21
C -0.0666 6.3458 1.3551  -0.42
C 1.0810 5.5574 1.5048  -0.50
C 1.2712 4.5132 0.6034  -0.44
C 0.3524 4.3085 -0.4490  -0.06
C -0.7230 5.1486 -0.6520  -0.41
H -0.0877 7.1002 2.1277  0.45
H 1.7490 5.6790 2.3447  0.44
H 2.2027 3.9690 0.6533  0.43
H 0.5707 3.5716 -1.2078  0.42
H -1.2370 5.0568 -1.5973  0.53
O 5.4754 1.6736 -4.7342  -0.58
N 4.2995 1.3421 -4.4575  0.96
O 3.8298 0.1930 -4.2707  -0.54
C 3.3504 2.4132 -4.4259  0.29
C 1.9715 2.2256 -4.3197  -0.36
C 1.0373 3.3278 -4.2899  -0.62
C 1.5536 4.6241 -4.3721  -0.48
C 2.9427 4.7594 -4.4900  -0.42
C 3.8739 3.7248 -4.5400  -0.42
H 1.6113 1.2081 -4.3594  0.46
H -0.0253 3.1947 -4.1504  0.48
H 0.8084 5.3898 -4.2143  0.44
H 3.3570 5.7555 -4.4393  0.33
H 4.8979 4.0664 -4.5752  0.45
O 3.2656 -3.9806 1.5821  -0.62
N 3.4172 -3.4163 0.4842  1.08
O 3.2387 -4.0048 -0.5364  -0.60
C 3.7952 -1.9441 0.4495  -0.03
C 3.9620 -1.3550 -0.8592  -0.20
C 4.4044 -0.0640 -0.9146  -0.47
C 4.5400 0.6778 0.2489  -0.45
C 4.3893 0.1490 1.5381  -0.67
C 3.9456 -1.1818 1.6055  -0.29
H 4.0113 -1.9082 -1.7855  0.53
H 4.7379 0.4985 -1.7741  0.46
H 4.8508 1.7054 0.3668  0.38
H 4.4450 0.8381 2.3678  0.41
H 3.7187 -1.5954 2.5770  0.42
O -2.9138 -1.7017 -4.8822  -0.54
N -2.8223 -2.9346 -4.8925  0.94
O -3.5341 -3.6992 -5.5420  -0.59
C -1.9700 -3.4422 -3.8156  -0.45
C -1.1835 -2.6190 -3.0570  0.16
C -0.3704 -3.0877 -2.0282  0.10
C -0.4513 -4.4343 -1.6071  -0.58
C -1.1656 -5.2912 -2.3890  -0.57
C -1.9835 -4.8344 -3.4793  -0.37
H -0.9811 -1.5986 -3.3474  0.49
H 0.2796 -2.4621 -1.4345  0.11
H 0.0911 -4.7559 -0.7302  0.45
H -1.0574 -6.3313 -2.1189  0.39
H -2.5406 -5.5376 -4.0805  0.47
O 0.9149 -1.0830 2.6030  -0.49
N 0.2954 -2.1603 2.5229  0.85
O 0.0690 -2.7578 1.4803  -0.26
C -0.0329 -2.7922 3.8116  0.09
C -0.1500 -2.0958 5.0035  -0.38
C -0.4845 -2.8691 6.1650  -0.53
C -0.6679 -4.2570 6.0662  -0.47
C -0.5958 -4.9171 4.8448  -0.73
C -0.1677 -4.1719 3.7756  -0.12
H -0.0675 -1.0191 5.0187  0.47
H -0.7683 -2.3785 7.0844  0.38
H -1.1063 -4.8570 6.8499  0.35
H -0.8521 -5.9631 4.7640  0.41
H 0.1069 -4.6727 2.8589  0.45
O -6.7856 -0.2187 0.0750  -0.59
N -6.7201 -1.4400 0.3320  0.95
O -7.7603 -2.0883 0.3456  -0.58
C -5.4380 -2.1232 0.5365  0.05
C -5.4052 -3.4526 0.9660  -0.54
C -4.1918 -3.9082 1.5591  -0.70
C -3.0065 -3.1618 1.3816  -0.25
C -3.0451 -1.9792 0.7031  0.20
C -4.2810 -1.3745 0.3305  -0.57
H -6.2901 -4.0708 0.9319  0.48
H -4.3441 -4.8285 2.1034  0.40
H -2.0813 -3.5646 1.7665  0.32
H -2.1082 -1.4730 0.5229  0.27
H -4.3785 -0.4507 -0.2204  0.52
C -1.2722 3.3616 3.1167  -0.60
N -0.6347 2.4185 3.9778  1.05
O -1.3508 1.6996 4.6075  -0.59
O 0.5349 2.4573 4.0015  -0.56
H -2.3589 3.2824 3.1476  0.35
H -0.9572 3.2755 2.0768  0.03
H -0.9158 4.3339 3.4569  0.34
C 0.8155 0.7373 0.0656  -0.10
N 0.2557 0.2430 -1.2420  1.10
O 0.9552 -0.1077 -2.2147  -0.45
O -0.9537 0.2874 -1.3285  -0.53
H 0.0389 0.8824 0.8166  0.36
H 1.2112 1.7165 -0.2039  -0.08
H 1.6025 0.1665 0.5586  -0.29

For the calculated total energy, the calculation gives -84645.7967 eV. As for the frontier orbital gap: 0.3052 hartree. As for the SMILES: O=[N+]([O-])c1ccccc1.O=[N+]([O-])c1ccccc1.O=[N+]([O-])c1ccccc1.O=[N+]([O-])c1ccccc1.O=[N+]([O-])c1ccccc1.O=[N+]([O-])c1ccccc1.C[N+](=O)[O-].C[N+](=O)[O-]. The HOMO energy is -9.502 eV.